(w)
Formula: C3H8O3
Source: the Open Molecules 2025 dataset
Level of theory: ωB97M-V/def2-TZVPD

The total charge is 0. The HOMO energy is -10.425 eV. The SMILES is CCC(=O)O.O. The value obtained for the orbital gap is 11.083 eV.

Each line ends with the Löwdin charge.
Cartesian coordinates (Å):
O -1.47368 -2.61186 2.39625  -0.058
O 1.89228 1.66916 0.49190  0.102
O 0.83993 2.35591 -1.36220  0.092
C -0.83774 0.02918 -0.51583  -0.062
C 1.23230 1.41466 -0.48046  -0.552
C 0.69772 0.04957 -0.82991  -0.133
H 0.99289 3.25309 -1.01926  0.131
H -0.86412 -2.08930 2.92252  0.032
H 0.94657 -0.29765 -1.83133  0.117
H -1.28770 -0.57978 -1.28783  0.067
H -1.01706 -0.35804 0.47652  0.060
H -0.95941 -3.20605 1.84476  0.031
H 1.15623 -0.62122 -0.13259  0.099
H -1.31821 0.99233 -0.67253  0.073

(x)
Formula: C3H8O3
Source: the Open Molecules 2025 dataset
Level of theory: ωB97M-V/def2-TZVPD

The total charge is 0. The HOMO energy is -10.245 eV. The SMILES is [H][H].O=CCO.C=O. The value obtained for the orbital gap is 10.490 eV.

Each line ends with the Löwdin charge.
Cartesian coordinates (Å):
O -1.29203 1.04443 0.14833  0.010
O 2.59963 1.03020 -0.06107  -0.023
O -0.81196 -1.37542 1.16357  -0.058
C 1.90029 0.08810 -0.32813  -0.162
C -1.07785 -1.28606 -0.20423  -0.253
C -1.14287 0.15465 -0.65704  -0.245
H 0.23627 2.39891 1.14832  0.042
H 0.97834 2.40089 1.16255  0.044
H 1.45099 -0.56356 0.44645  0.081
H -1.07522 0.36325 -1.74189  0.133
H -2.05061 -1.73713 -0.46935  0.132
H -0.31115 -1.83320 -0.76729  0.120
H -1.05718 -0.51418 1.54212  0.090
H 1.65335 -0.17090 -1.38233  0.087

Among the structures above, stability is smallest for (x).